(1)
{
  "formula": "C2H2N2O3",
  "method": "wB97M-V/def2-TZVPD",
  "smiles": "NN=C=O.O=C=O",
  "lumo_energy_ev": 0.46,
  "species": ["N", "N", "C", "O", "H", "H", "O", "C", "O"],
  "positions_angstrom": [[1.379, 0.051, -0.129], [0.365, 0.904, 0.300], [-0.626, 1.423, -0.074], [-1.550, 2.139, -0.155], [1.687, -0.653, 0.599], [2.026, 0.688, -0.424], [-0.500, -2.140, 0.697], [-1.106, -1.507, -0.041], [-1.675, -0.903, -0.773]]
}



(2)
{
  "formula": "C11H14BCuF3N6",
  "method": "wB97M-V/def2-TZVPD",
  "lumo_energy_ev": [0.59, -0.21],
  "spin_multiplicity": 2,
  "species": ["H", "N", "B", "N", "C", "Cu", "H", "C", "H", "C", "H", "C", "H", "H", "H", "N", "N", "N", "N", "C", "C", "H", "H", "C", "C", "C", "C", "H", "H", "H", "H", "H", "F", "C", "F", "F"],
  "positions_angstrom": [[-0.541, 2.832, 2.181], [-0.014, 1.580, 0.550], [0.688, 0.711, -1.731], [0.544, 1.854, -0.685], [0.789, 3.176, -0.801], [-0.460, -0.546, 1.042], [1.226, 3.575, -1.705], [0.387, 3.784, 0.381], [0.446, 4.824, 0.630], [-0.116, 2.748, 1.194], [1.065, 1.105, -2.791], [-1.811, -2.033, 1.969], [-1.999, -1.877, 3.040], [-0.880, -2.603, 1.817], [-2.606, -2.687, 1.578], [-0.742, 0.084, -1.813], [1.608, -0.372, -1.122], [-1.348, -0.411, -0.661], [1.257, -0.978, 0.073], [-1.602, -0.023, -2.845], [2.743, -0.927, -1.582], [-1.318, 0.328, -3.828], [3.172, -0.598, -2.515], [-2.771, -0.610, -2.372], [3.155, -1.892, -0.677], [-2.579, -0.830, -1.003], [2.191, -1.899, 0.346], [-3.662, -0.865, -2.911], [4.027, -2.518, -0.728], [-3.222, -1.265, -0.252], [2.131, -2.532, 1.225], [-1.941, -1.015, 1.401], [0.793, -1.226, 3.520], [0.393, -0.126, 2.802], [-0.497, 0.562, 3.599], [1.493, 0.669, 2.675]]
}



(3)
{
  "formula": "C6H7N3O6",
  "method": "wB97M-V/def2-TZVPD",
  "smiles": "O=c1nc(O)[nH]c(=O)[nH]1.CC(=O)C(=O)O",
  "lumo_energy_ev": 0.09,
  "species": ["O", "C", "N", "C", "O", "N", "C", "O", "N", "H", "H", "H", "C", "C", "O", "C", "O", "O", "H", "H", "H", "H"],
  "positions_angstrom": [[-0.094, 1.756, -1.194], [-0.810, 0.962, -0.648], [-0.480, -0.357, -0.456], [-1.335, -1.165, 0.099], [-1.089, -2.422, 0.326], [-2.591, -0.780, 0.458], [-3.017, 0.544, 0.392], [-4.096, 0.897, 0.773], [-2.064, 1.357, -0.163], [-0.097, -2.572, 0.398], [-3.206, -1.460, 0.890], [-2.291, 2.341, -0.245], [2.691, 1.297, 0.000], [1.779, 0.343, 0.690], [1.173, 0.564, 1.707], [1.599, -1.009, -0.027], [1.369, -2.052, 0.564], [2.003, -0.991, -1.291], [3.008, 2.085, 0.680], [2.106, 1.738, -0.810], [3.544, 0.789, -0.443], [1.897, -1.867, -1.700]]
}



(4)
{
  "formula": "C11H16IrN4O2S2Se2",
  "method": "wB97M-V/def2-TZVPD",
  "total_charge": 2,
  "lumo_energy_ev": [-8.17, -8.92],
  "spin_multiplicity": 2,
  "species": ["Ir", "N", "C", "N", "C", "C", "S", "C", "C", "S", "C", "N", "N", "H", "H", "H", "H", "H", "H", "O", "C", "C", "C", "O", "C", "Se", "C", "Se", "H", "H", "H", "H", "H", "H", "H", "H", "H", "H"],
  "positions_angstrom": [[0.699, -1.033, -0.123], [3.340, -1.189, -2.423], [3.659, -1.340, -1.136], [2.760, -1.411, -0.158], [3.382, -1.546, 1.087], [4.722, -1.592, 1.050], [5.280, -1.461, -0.582], [2.442, -1.616, 2.186], [2.624, -1.787, 3.501], [1.108, -1.801, 4.331], [0.274, -1.569, 2.851], [1.092, -1.497, 1.791], [-1.052, -1.470, 2.798], [2.376, -1.204, -2.711], [4.045, -1.211, -3.141], [5.419, -1.692, 1.865], [3.548, -1.897, 4.043], [-1.606, -1.651, 3.620], [-1.509, -1.518, 1.899], [-0.913, 2.104, -2.882], [-1.982, 1.222, -2.565], [-2.274, 1.370, -1.062], [-3.406, 2.395, -0.896], [-3.581, 2.601, 0.491], [-2.741, 0.060, -0.411], [-1.535, -1.466, -0.626], [-1.064, 1.909, -0.289], [0.656, 1.151, -0.757], [-0.821, 2.189, -3.838], [-1.714, 0.190, -2.819], [-2.876, 1.479, -3.139], [-4.315, 2.000, -1.363], [-3.124, 3.317, -1.415], [-4.246, 3.280, 0.646], [-3.707, -0.262, -0.801], [-2.847, 0.214, 0.662], [-1.180, 1.754, 0.782], [-0.932, 2.976, -0.464]]
}



(5)
{
  "formula": "C7H12N",
  "method": "wB97M-V/def2-TZVPD",
  "total_charge": 1,
  "lumo_energy_ev": [-3.64, -7.94],
  "spin_multiplicity": 3,
  "species": ["C", "C", "C", "C", "C", "C", "C", "N", "H", "H", "H", "H", "H", "H", "H", "H", "H", "H", "H", "H"],
  "positions_angstrom": [[0.951, 1.154, -1.661], [1.233, 0.750, -0.278], [0.495, 2.336, -2.041], [0.500, -0.016, 0.539], [0.964, -0.463, 1.889], [-1.075, -1.877, 0.441], [-1.624, 0.246, -0.460], [-0.781, -0.497, 0.143], [1.240, 0.411, -2.401], [2.209, 1.048, 0.088], [0.383, 2.587, -3.080], [1.850, 0.095, 2.175], [1.227, -1.520, 1.897], [0.197, -0.289, 2.641], [-1.157, -2.022, 1.520], [-2.014, -2.174, -0.022], [-0.269, -2.513, 0.073], [0.243, 3.106, -1.324], [-2.571, -0.154, -0.793], [-1.402, 1.284, -0.652]]
}



(6)
{
  "formula": "C20H26Cl3O4PTeY",
  "method": "wB97M-V/def2-TZVPD",
  "total_charge": 1,
  "lumo_energy_ev": -2.97,
  "species": ["Y", "C", "C", "C", "C", "C", "C", "C", "C", "C", "C", "H", "H", "H", "H", "H", "H", "H", "H", "H", "H", "H", "H", "H", "H", "Cl", "C", "C", "C", "Cl", "C", "O", "C", "Cl", "C", "H", "H", "C", "C", "O", "P", "O", "Te", "O", "C", "C", "H", "H", "H", "H", "H", "H", "H", "H", "H", "H"],
  "positions_angstrom": [[-0.562, -0.773, 0.374], [-4.284, 2.826, -0.054], [-2.987, 2.287, -0.658], [-2.481, 3.227, -1.761], [-1.908, 2.025, 0.381], [-0.567, 1.866, 0.001], [0.437, 1.621, 0.950], [0.140, 1.550, 2.316], [1.232, 1.368, 3.329], [-1.191, 1.714, 2.689], [-2.188, 1.944, 1.747], [-5.009, 2.996, -0.848], [-4.114, 3.777, 0.456], [-4.736, 2.124, 0.647], [-3.215, 1.321, -1.123], [-2.029, 4.123, -1.332], [-3.314, 3.537, -2.390], [-1.750, 2.742, -2.409], [-0.278, 2.028, -1.030], [1.475, 1.607, 0.635], [1.904, 0.559, 3.042], [0.822, 1.151, 4.313], [1.826, 2.282, 3.398], [-1.454, 1.689, 3.740], [-3.197, 2.097, 2.100], [0.269, -0.997, -6.850], [-0.271, -0.950, -5.217], [0.658, -0.894, -4.191], [0.196, -0.846, -2.892], [1.330, -0.818, -1.552], [-1.159, -0.857, -2.549], [-1.563, -0.809, -1.286], [-2.061, -0.931, -3.622], [-3.741, -0.969, -3.250], [-1.630, -0.971, -4.934], [1.718, -0.893, -4.403], [-2.354, -1.024, -5.735], [-1.481, -4.300, -1.198], [-0.667, -4.674, 0.020], [0.279, -3.610, 0.319], [0.400, -2.915, 1.774], [1.160, -1.644, 1.442], [-1.810, -2.258, 2.456], [1.111, -3.895, 2.753], [2.213, -4.784, 2.419], [3.500, -4.031, 2.166], [-2.128, -5.132, -1.475], [-0.825, -4.067, -2.038], [-2.112, -3.435, -0.987], [-0.082, -5.575, -0.159], [-1.317, -4.843, 0.881], [1.932, -5.383, 1.552], [2.295, -5.435, 3.285], [3.422, -3.404, 1.277], [4.298, -4.756, 2.008], [3.753, -3.406, 3.021]]
}



(7)
{
  "formula": "C7H28O7",
  "method": "wB97M-V/def2-TZVPD",
  "smiles": "CO.CO.CO.CO.CO.CO.CO",
  "lumo_energy_ev": 0.65,
  "species": ["C", "O", "H", "H", "H", "H", "C", "O", "H", "H", "H", "H", "C", "O", "H", "H", "H", "H", "C", "O", "H", "H", "H", "H", "C", "O", "H", "H", "H", "H", "C", "O", "H", "H", "H", "H", "C", "O", "H", "H", "H", "H"],
  "positions_angstrom": [[-0.821, -1.740, 2.704], [-0.776, -0.625, 3.539], [0.209, -2.048, 2.608], [-1.389, -2.583, 3.123], [-1.340, -1.495, 1.782], [-1.623, -0.654, 3.981], [2.141, 0.051, 3.414], [1.321, 0.810, 2.522], [2.166, -1.021, 3.183], [3.165, 0.437, 3.215], [1.896, 0.267, 4.459], [0.424, 0.608, 2.696], [-3.649, 1.902, -0.283], [-4.316, 0.687, -0.224], [-3.353, 2.370, 0.709], [-2.641, 1.754, -0.778], [-4.295, 2.559, -0.840], [-3.624, 0.032, -0.200], [0.001, -2.688, -5.393], [0.635, -3.042, -4.153], [-0.157, -3.592, -6.011], [-0.948, -2.150, -5.184], [0.664, -2.028, -6.011], [1.473, -2.528, -4.092], [-2.267, -1.677, -1.305], [-2.181, -0.936, -0.059], [-1.923, -1.162, -2.176], [-1.751, -2.661, -1.158], [-3.337, -1.915, -1.425], [-1.355, -0.426, -0.094], [0.603, 1.078, -1.026], [0.661, -0.163, -0.334], [0.886, 1.844, -0.296], [1.422, 1.038, -1.834], [-0.354, 1.202, -1.438], [1.005, -0.001, 0.569], [3.978, 3.261, 0.641], [3.610, 2.134, 1.397], [4.399, 3.999, 1.364], [4.751, 3.005, -0.022], [3.170, 3.732, 0.095], [3.523, 2.364, 2.332]]
}



(8)
{
  "formula": "C5H6Si",
  "method": "wB97M-V/def2-TZVPD",
  "lumo_energy_ev": 1.08,
  "species": ["C", "C", "C", "C", "C", "Si", "H", "H", "H", "H", "H", "H"],
  "positions_angstrom": [[-0.149, 1.678, -0.696], [0.867, 1.233, -1.332], [-0.493, -0.738, 1.903], [0.707, -1.208, 1.599], [-0.163, 0.267, -1.261], [-0.389, -1.080, 0.039], [-0.781, 2.421, -0.386], [1.762, 1.357, -1.931], [-0.819, -0.437, 2.834], [1.560, -1.547, 2.262], [-1.021, 0.203, -2.600], [-1.081, -2.149, -0.431]]
}